Here is a structure of composition C32H34IrN4P from the Open Molecules 2025 dataset. Energies are from ωB97M-V/def2-TZVPD.

Output
Energy, a.u.: -1903.411978
HOMO-LUMO gap (alpha / beta), eV: 4.2024 / 4.3512
Multiplicity: 2
Largest force on an atom, eV/A: 3.1
Net charge: +3
Energy above the lowest of the compared OMol25 structures with the same formula, charge and spin, eV: 2.925
Expectation value of S²: 0.7698

Atoms and positions in Å:
Ir1 -1.01 -0.58 -1.24
C1 0.52 3.57 3.27
C2 1.50 2.68 2.84
C3 1.14 1.51 2.20
C4 -0.22 1.23 2.00
C5 -1.20 2.15 2.39
C6 -0.83 3.31 3.04
P1 -0.72 -0.26 1.17
C7 -2.11 -1.02 2.03
C8 -2.42 -0.70 3.35
C9 -3.38 -1.45 4.01
C10 -4.03 -2.50 3.37
C11 -3.71 -2.82 2.05
C12 -2.76 -2.07 1.38
C13 0.59 -1.60 1.51
C14 0.77 -1.99 2.92
C15 1.98 -2.35 3.45
C16 3.18 -2.33 2.71
C17 3.17 -1.98 1.36
C18 4.29 -1.79 0.53
C19 4.15 -1.47 -0.81
C20 2.91 -1.38 -1.46
C21 1.79 -1.52 -0.68
C22 1.90 -1.75 0.73
H1 0.81 4.48 3.79
H2 2.54 2.91 3.01
H3 1.90 0.83 1.85
H4 -2.25 1.95 2.19
H5 -1.59 4.00 3.38
H6 -1.93 0.12 3.86
H7 -3.62 -1.21 5.04
H8 -4.80 -3.05 3.89
H9 -4.21 -3.64 1.56
H10 -2.53 -2.29 0.34
H11 -0.09 -1.92 3.57
H12 2.02 -2.61 4.50
H13 4.12 -2.55 3.20
H14 5.28 -1.92 0.96
H15 5.05 -1.34 -1.41
H16 2.86 -1.30 -2.54
C23 1.36 -4.83 -0.46
C24 0.43 -4.09 0.52
C25 0.54 -2.62 0.42
N1 0.47 -1.93 -0.87
H17 1.26 -5.90 -0.31
H18 2.40 -4.55 -0.29
H19 1.09 -4.60 -1.49
H20 0.64 -4.40 1.55
H21 -0.61 -4.37 0.30
C26 1.58 3.18 -4.00
C27 1.51 1.71 -4.36
N2 0.44 1.09 -3.58
C28 -0.65 1.75 -3.16
N3 -1.52 1.08 -2.34
C29 -2.75 1.77 -1.92
C30 -3.21 2.76 -2.97
C31 -2.08 3.73 -3.24
N4 -0.84 3.01 -3.53
C32 0.20 3.78 -4.21
H22 2.31 3.69 -4.62
H23 1.88 3.28 -2.95
H24 2.45 1.20 -4.12
H25 1.33 1.58 -5.43
H26 0.46 0.10 -3.43
H27 -2.57 2.28 -0.97
H28 -3.53 1.02 -1.75
H29 -4.09 3.30 -2.62
H30 -3.48 2.23 -3.88
H31 -1.92 4.40 -2.38
H32 -2.31 4.36 -4.10
H33 0.17 4.80 -3.82
H34 -0.03 3.83 -5.28

Here are the Löwdin charges for atoms 1 to 5, given in e:
1 Ir 1.004
2 C -0.018
3 C -0.042
4 C -0.077
5 C -0.365



Here is a structure of composition C32H34N4NiS6 from the Open Molecules 2025 dataset. Energies are from ωB97M-V/def2-TZVPD.

Output
Energy, a.u.: -5356.308665
HOMO-LUMO gap, eV: 6.2103
Largest force on an atom, eV/A: 0.2
Net charge: -2

Atoms and positions in Å:
Ni1 0.77 -0.37 -0.22
C1 -1.18 1.55 2.70
C2 -0.31 2.41 1.78
C3 -0.84 2.50 0.34
N1 -0.14 1.60 -0.57
C4 -0.25 1.82 -1.84
C5 -1.15 2.79 -2.42
C6 -1.15 3.38 -3.65
C7 -0.28 3.23 -4.74
C8 0.72 2.29 -4.83
C9 1.08 1.26 -3.96
C10 0.57 0.90 -2.69
N2 0.86 -0.22 -2.09
C11 1.67 -1.25 -2.70
C12 3.18 -1.05 -2.44
C13 3.49 0.01 -1.38
N3 2.75 -0.24 -0.17
C14 3.24 -0.05 1.02
C15 4.50 0.58 1.29
C16 5.24 0.65 2.45
C17 5.02 0.08 3.70
C18 3.89 -0.65 4.06
C19 2.71 -0.88 3.39
C20 2.28 -0.45 2.09
N4 1.04 -0.47 1.69
C21 -0.05 -0.75 2.62
C22 -1.29 0.08 2.33
H1 -2.19 1.98 2.70
H2 -0.80 1.64 3.73
H3 0.72 2.06 1.76
H4 -0.29 3.42 2.19
H5 -0.72 3.53 -0.02
H6 -1.92 2.30 0.33
H7 -1.97 3.07 -1.76
H8 -1.96 4.09 -3.79
H9 -0.42 3.89 -5.58
H10 1.31 2.32 -5.75
H11 1.88 0.62 -4.32
H12 1.47 -1.31 -3.77
H13 1.35 -2.20 -2.26
H14 3.70 -0.76 -3.36
H15 3.61 -2.00 -2.11
H16 3.23 1.00 -1.77
H17 4.57 0.00 -1.20
H18 4.92 1.11 0.44
H19 6.16 1.22 2.36
H20 5.79 0.20 4.44
H21 3.92 -1.09 5.06
H22 1.98 -1.48 3.92
H23 0.27 -0.54 3.64
H24 -0.30 -1.81 2.54
H25 -2.12 -0.36 2.90
H26 -1.57 -0.03 1.28
C23 -4.71 -0.37 0.01
S1 -5.09 0.47 1.57
C24 -6.29 1.64 1.08
C25 -6.07 2.71 0.26
S2 -4.67 3.16 -0.60
S3 -7.51 3.72 0.07
C26 -8.61 2.86 1.08
S4 -10.19 3.33 1.36
S5 -7.89 1.47 1.75
H27 -3.84 -1.01 0.20
H28 -4.43 0.38 -0.73
H29 -5.55 -0.96 -0.33
S6 -0.87 -2.04 -0.36
C27 0.01 -3.55 -0.30
C28 -0.63 -4.75 -0.67
C29 0.03 -5.96 -0.62
C30 1.36 -6.04 -0.21
C31 2.00 -4.87 0.16
C32 1.35 -3.65 0.12
H30 -1.66 -4.70 -1.01
H31 -0.49 -6.86 -0.92
H32 1.87 -6.99 -0.18
H33 3.04 -4.90 0.49
H34 1.87 -2.74 0.40

Here are the Löwdin charges for atoms 1 to 5, given in e:
1 Ni 0.271
2 C -0.206
3 C -0.188
4 C -0.217
5 N 0.055



Here is a structure of composition C32H34N4O6PdSi2 from the Open Molecules 2025 dataset. Energies are from ωB97M-V/def2-TZVPD.

Output
Energy, a.u.: -2617.260256
HOMO-LUMO gap, eV: 4.2292
Largest force on an atom, eV/A: 3.8
Net charge: -2
Energy above the lowest of the compared OMol25 structures with the same formula, charge and spin, eV: 1.345

Atoms and positions in Å:
Pd1 0.10 0.34 -0.33
C1 -3.34 2.61 -0.94
C2 -3.46 1.13 -1.16
C3 -4.67 0.56 -1.53
C4 -4.73 -0.82 -1.70
C5 -3.62 -1.58 -1.45
C6 -2.42 -0.94 -1.04
N1 -2.37 0.41 -0.95
N2 -1.29 -1.58 -0.70
Si1 -0.89 -3.22 -0.86
C7 -0.85 -3.84 -2.69
C8 0.86 -3.37 -0.12
C9 -2.05 -4.46 0.06
H1 -3.57 2.83 0.11
H2 -4.04 3.17 -1.57
H3 -2.32 2.93 -1.13
H4 -5.54 1.19 -1.70
H5 -5.65 -1.28 -2.03
H6 -3.63 -2.65 -1.56
H7 -0.42 -3.07 -3.32
H8 -1.85 -4.05 -3.07
H9 -0.26 -4.74 -2.80
H10 1.58 -3.70 -0.86
H11 0.91 -4.06 0.72
H12 1.18 -2.39 0.22
H13 -3.00 -4.58 -0.45
H14 -2.26 -4.12 1.07
H15 -1.60 -5.45 0.13
O1 -0.53 0.24 -3.67
C10 0.51 -0.30 -3.30
N3 1.05 -0.20 -2.05
C11 2.22 -0.87 -1.97
O2 2.95 -0.90 -0.97
C12 2.50 -1.49 -3.28
C13 3.53 -2.29 -3.73
C14 3.49 -2.73 -5.04
C15 2.44 -2.38 -5.88
C16 1.40 -1.58 -5.43
C17 1.43 -1.13 -4.12
H16 4.34 -2.56 -3.06
H17 4.28 -3.37 -5.42
H18 2.43 -2.75 -6.90
H19 0.58 -1.31 -6.08
O3 -0.70 0.71 1.52
C18 -1.01 1.93 1.37
O4 -0.66 2.58 0.35
C19 -1.74 2.58 2.47
C20 -2.19 1.81 3.55
C21 -2.79 2.39 4.63
C22 -2.96 3.79 4.68
C23 -2.51 4.57 3.59
C24 -1.92 3.97 2.51
N4 -3.53 4.39 5.79
O5 -3.95 3.67 6.73
O6 -3.63 5.64 5.83
H20 -2.04 0.74 3.51
H21 -3.14 1.81 5.47
H22 -2.65 5.64 3.64
H23 -1.56 4.56 1.68
C25 2.99 2.31 -1.01
Si2 2.00 1.48 0.45
C26 1.84 3.00 1.68
C27 3.01 0.33 1.65
C28 4.33 0.60 2.00
C29 5.00 -0.18 2.93
C30 4.36 -1.25 3.52
C31 3.05 -1.54 3.18
C32 2.38 -0.76 2.26
H24 3.76 2.97 -0.63
H25 2.32 2.89 -1.63
H26 3.46 1.56 -1.63
H27 2.81 3.29 2.07
H28 1.21 2.74 2.53
H29 1.38 3.86 1.20
H30 4.83 1.44 1.54
H31 6.03 0.05 3.19
H32 4.88 -1.86 4.26
H33 2.56 -2.39 3.64
H34 1.35 -0.98 2.00

Here are the Löwdin charges for atoms 1 to 5, given in e:
1 Pd 0.770
2 C -0.043
3 C -0.346
4 C -0.099
5 C -0.124



Here is a structure of composition C32H34N5O5Ru from the Open Molecules 2025 dataset. Energies are from ωB97M-V/def2-TZVPD.

Output
Energy, a.u.: -1984.194239
HOMO-LUMO gap (alpha / beta), eV: 6.2176 / 6.2322
Multiplicity: 6
Largest force on an atom, eV/A: 0.3
Net charge: +2
Energy above the lowest of the compared OMol25 structures with the same formula, charge and spin, eV: 0.000
Expectation value of S²: 8.7612

Atoms and positions in Å:
Ru1 0.32 0.19 -0.13
O1 -3.08 0.91 -2.91
C1 -2.23 0.73 -1.93
O2 -1.26 0.01 -1.98
C2 -2.60 1.47 -0.68
C3 -3.76 2.20 -0.52
C4 -4.00 2.79 0.71
C5 -3.09 2.61 1.74
C6 -1.94 1.87 1.49
N1 -1.71 1.32 0.30
C7 -0.86 1.54 2.47
O3 -0.90 1.99 3.70
O4 0.07 0.83 2.13
H1 -2.81 0.40 -3.69
H2 -4.46 2.30 -1.34
H3 -4.90 3.36 0.88
H4 -3.29 3.06 2.70
H5 -1.68 2.54 3.89
C8 2.75 -4.19 -3.21
C9 3.28 -4.90 -2.00
C10 4.43 -5.70 -2.08
C11 4.92 -6.36 -0.97
C12 4.29 -6.25 0.26
C13 3.15 -5.46 0.37
C14 2.66 -4.80 -0.75
N2 1.50 -3.96 -0.60
C15 1.57 -2.63 -0.43
N3 2.79 -2.08 -0.50
C16 3.27 -0.80 -0.14
C17 2.45 0.30 0.09
C18 3.05 1.49 0.51
C19 4.41 1.60 0.66
C20 5.22 0.50 0.37
C21 4.67 -0.71 -0.02
C22 5.56 -1.90 -0.29
N4 0.47 -1.91 -0.23
C23 -0.77 -2.60 -0.02
C24 -1.58 -2.90 -1.12
C25 -2.80 -3.54 -0.92
C26 -3.20 -3.87 0.36
C27 -2.38 -3.58 1.45
C28 -1.15 -2.95 1.28
C29 -0.24 -2.69 2.45
H6 3.04 -4.72 -4.12
H7 3.17 -3.18 -3.28
H8 1.67 -4.10 -3.19
H9 4.92 -5.80 -3.03
H10 5.81 -6.97 -1.06
H11 4.67 -6.78 1.12
H12 2.64 -5.36 1.32
H13 0.59 -4.39 -0.54
H14 3.52 -2.77 -0.66
H15 2.42 2.35 0.74
H16 4.86 2.52 1.00
H17 6.29 0.58 0.48
H18 6.61 -1.62 -0.15
H19 5.46 -2.27 -1.31
H20 5.35 -2.73 0.40
H21 -1.25 -2.62 -2.11
H22 -3.42 -3.78 -1.77
H23 -4.14 -4.37 0.52
H24 -2.69 -3.86 2.44
H25 -0.75 -2.89 3.39
H26 0.13 -1.67 2.47
H27 0.64 -3.34 2.41
C30 3.34 4.09 -2.42
N5 2.06 3.69 -1.83
C31 1.40 4.63 -0.95
C32 1.60 2.47 -2.02
O5 0.55 2.01 -1.52
H28 3.34 5.17 -2.56
H29 3.47 3.62 -3.39
H30 4.17 3.82 -1.76
H31 1.14 5.53 -1.50
H32 2.07 4.91 -0.13
H33 0.50 4.18 -0.55
H34 2.20 1.86 -2.71

Here are the Löwdin charges for atoms 1 to 5, given in e:
1 Ru 1.620
2 O 0.190
3 C -0.448
4 O 0.027
5 C -0.149



Here is a structure of composition C32H35AsN3O6RuS2 from the Open Molecules 2025 dataset. Energies are from ωB97M-V/def2-TZVPD.

Output
Energy, a.u.: -4983.053871
HOMO-LUMO gap (alpha / beta), eV: 6.4774 / 6.3621
Multiplicity: 2
Largest force on an atom, eV/A: 1.7
Energy above the lowest of the compared OMol25 structures with the same formula, charge and spin, eV: 2.754
Expectation value of S²: 0.7741

Atoms and positions in Å:
Ru1 0.49 0.07 0.02
O1 -0.35 -4.14 -4.64
C1 -0.10 -3.31 -3.81
C2 -0.21 -1.79 -3.95
O2 -0.61 -1.18 -4.92
C3 0.22 -1.27 -2.66
C4 0.39 -2.27 -1.74
O3 0.56 -2.01 -0.48
C5 0.37 -3.58 -2.38
O4 0.69 -4.66 -1.91
O5 0.35 -0.03 -2.31
S1 0.87 1.92 1.54
C6 -0.22 3.29 1.33
C7 -0.29 4.30 2.30
C8 -1.15 5.37 2.14
C9 -1.95 5.48 1.00
C10 -1.88 4.50 0.02
C11 -1.02 3.42 0.20
As1 -0.81 1.95 -0.97
C12 -1.72 2.42 -2.60
C13 -1.01 3.19 -3.52
C14 -1.58 3.49 -4.75
C15 -2.84 3.00 -5.07
C16 -3.54 2.23 -4.15
C17 -2.98 1.94 -2.91
C18 -2.01 0.66 -0.13
C19 -2.59 0.88 1.13
C20 -3.39 -0.09 1.70
C21 -3.59 -1.31 1.04
C22 -3.03 -1.54 -0.19
C23 -2.24 -0.55 -0.79
H1 0.34 4.23 3.18
H2 -1.20 6.13 2.90
H3 -2.62 6.32 0.88
H4 -2.48 4.56 -0.87
H5 -0.02 3.56 -3.28
H6 -1.03 4.09 -5.47
H7 -3.28 3.22 -6.04
H8 -4.52 1.85 -4.40
H9 -3.54 1.34 -2.20
H10 -2.43 1.82 1.64
H11 -3.85 0.10 2.66
H12 -4.20 -2.07 1.50
H13 -3.19 -2.48 -0.71
H14 -1.85 -0.71 -1.78
O6 -0.14 -0.91 1.89
S2 0.59 -0.60 3.20
C24 -0.60 0.27 4.26
C25 -0.74 -0.55 5.53
C26 -0.77 -2.00 5.06
C27 0.44 -2.15 4.15
H15 -1.52 0.29 3.66
H16 -0.23 1.29 4.39
H17 -1.63 -0.27 6.09
H18 0.12 -0.39 6.18
H19 -1.68 -2.18 4.48
H20 -0.75 -2.72 5.88
H21 0.39 -2.95 3.42
H22 1.37 -2.24 4.73
C28 3.26 0.02 -2.30
N1 3.36 -1.21 -1.51
C29 3.65 -2.42 -2.27
C30 3.10 -1.24 -0.20
N2 2.48 -0.21 0.39
N3 3.51 -2.36 0.47
C31 4.93 -2.69 0.47
C32 2.79 -2.75 1.66
H23 4.25 0.29 -2.67
H24 2.87 0.82 -1.69
H25 2.59 -0.14 -3.13
H26 3.15 -2.36 -3.23
H27 3.27 -3.29 -1.73
H28 4.72 -2.54 -2.45
H29 2.55 -0.23 1.40
H30 5.45 -2.11 -0.29
H31 5.09 -3.75 0.28
H32 5.37 -2.44 1.44
H33 3.17 -2.25 2.57
H34 2.89 -3.82 1.79
H35 1.73 -2.53 1.52

Here are the Löwdin charges for atoms 1 to 5, given in e:
1 Ru 1.000
2 O 0.142
3 C -0.251
4 C -0.291
5 O 0.106



Here is a structure of composition C32H35BaF6N7O6S3 from the Open Molecules 2025 dataset. Energies are from ωB97M-V/def2-TZVPD.

Output
Energy, a.u.: -3894.648511
HOMO-LUMO gap, eV: 7.7304
Largest force on an atom, eV/A: 0.4
Energy above the lowest of the compared OMol25 structures with the same formula, charge and spin, eV: 0.000

Atoms and positions in Å:
Ba1 0.01 0.60 0.65
C1 3.60 1.61 1.45
C2 2.69 2.72 1.90
C3 3.05 4.06 1.79
C4 2.14 5.03 2.16
C5 0.91 4.64 2.67
C6 0.63 3.29 2.78
N1 1.50 2.35 2.39
C7 -0.67 2.79 3.32
C8 -1.58 3.63 3.97
C9 -2.78 3.10 4.41
C10 -3.04 1.75 4.22
C11 -2.07 0.97 3.60
N2 -0.93 1.49 3.15
C12 -2.26 -0.50 3.39
C13 -3.11 -1.22 4.21
C14 -3.26 -2.58 3.97
C15 -2.56 -3.16 2.93
C16 -1.72 -2.36 2.15
C17 -0.94 -2.96 1.02
N3 -1.58 -1.06 2.39
H1 4.59 1.98 1.23
H2 3.20 1.15 0.54
H3 3.65 0.83 2.21
H4 4.02 4.32 1.38
H5 2.38 6.08 2.05
H6 0.18 5.39 2.95
H7 -1.36 4.67 4.13
H8 -3.51 3.73 4.89
H9 -3.98 1.32 4.52
H10 -3.63 -0.75 5.03
H11 -3.91 -3.18 4.59
H12 -2.66 -4.21 2.71
H13 -1.46 -3.81 0.59
H14 0.04 -3.30 1.37
H15 -0.73 -2.23 0.24
F1 -3.05 4.41 -2.43
C18 -3.24 3.10 -2.29
F2 -4.32 2.89 -1.55
F3 -3.42 2.55 -3.49
S1 -1.79 2.34 -1.45
O1 -1.74 2.91 -0.12
O2 -2.01 0.91 -1.49
N4 -0.65 2.78 -2.44
S2 0.80 3.21 -2.00
O3 1.15 2.77 -0.66
O4 1.73 3.01 -3.05
C19 0.67 5.03 -1.81
F4 0.33 5.60 -2.96
F5 1.85 5.52 -1.43
F6 -0.24 5.35 -0.89
N5 1.91 -0.94 3.32
H16 1.47 -0.02 3.33
H17 1.26 -1.59 3.75
H18 2.05 -1.22 2.36
C20 4.68 -5.28 -4.05
C21 3.92 -4.27 -3.24
C22 4.57 -3.39 -2.39
C23 3.88 -2.44 -1.64
C24 4.64 -1.50 -0.75
C25 2.49 -2.37 -1.77
C26 1.81 -3.24 -2.63
C27 0.31 -3.18 -2.81
C28 2.53 -4.18 -3.34
C29 1.72 -1.35 -0.98
O5 0.90 -0.60 -1.58
O6 1.90 -1.29 0.28
H19 5.70 -5.39 -3.68
H20 4.74 -4.97 -5.10
H21 4.20 -6.26 -4.02
H22 5.65 -3.43 -2.31
H23 5.71 -1.57 -0.95
H24 4.46 -1.73 0.30
H25 4.33 -0.47 -0.91
H26 -0.20 -3.18 -1.84
H27 -0.04 -4.04 -3.38
H28 0.02 -2.26 -3.32
H29 2.01 -4.87 -3.99
S3 -4.60 -0.75 0.59
C30 -4.26 -1.00 -1.02
N6 -3.30 -1.80 -1.53
C31 -3.09 -1.53 -2.95
C32 -4.45 -0.94 -3.35
N7 -4.91 -0.44 -2.06
H30 -2.52 -2.08 -0.95
H31 -2.86 -2.45 -3.50
H32 -2.28 -0.81 -3.09
H33 -5.12 -1.70 -3.74
H34 -4.35 -0.14 -4.07
H35 -5.77 0.05 -1.91

Here are the Löwdin charges for atoms 1 to 5, given in e:
1 Ba 1.995
2 C -0.016
3 C -0.330
4 C -0.009
5 C -0.035